1.
DFT (the ωB97M-V functional and the def2-TZVPD basis) results for a cluster of 2 separate species, CH4O3S in total.

Each line ends with the Mulliken charge.
Cartesian coordinates (Å):
C (0.512, 0.289, 0.006)  0.33
O (1.251, -0.390, -0.869)  -0.41
O (0.559, 1.621, 0.040)  -0.40
O (-0.615, -0.348, 0.358)  -0.29
S (-2.339, -0.311, -0.461)  -0.16
H (1.193, -0.455, 1.937)  0.05
H (0.893, -1.290, -0.919)  0.36
H (1.271, 2.121, -0.559)  0.36
H (-2.726, -1.237, 0.467)  0.15

Properties
- HOMO (alpha / beta): -7.475 / -9.088 eV
- Relative energy (zero: lowest compared OMol25 entry of this formula, charge and spin): 549.1 kJ/mol
- Frontier orbital gap (alpha / beta): 6.689 / 8.457 eV
- LUMO energy (alpha / beta): -0.8 / -0.6 eV
- 2S+1: 1

2.
DFT (the ωB97M-V functional and the def2-TZVPD basis) results for a structure of composition C26H27N3O2Ta.

Each line ends with the Mulliken charge.
Cartesian coordinates (Å):
Ta (-0.449, -1.666, -0.169)  0.87
N (-0.602, -1.828, 2.268)  -0.72
H (0.120, -1.282, 2.729)  0.27
H (-0.384, -2.796, 2.495)  0.33
H (-1.503, -1.596, 2.669)  0.27
O (1.383, -1.630, -1.941)  -0.73
C (2.135, -1.900, -0.988)  0.74
N (1.561, -2.283, 0.192)  0.03
C (2.537, -2.483, 1.178)  0.02
O (2.294, -2.709, 2.335)  -0.62
C (3.854, -2.238, 0.504)  0.41
C (5.136, -2.269, 1.004)  -0.50
C (6.168, -1.896, 0.144)  -0.49
C (5.909, -1.485, -1.160)  -0.57
C (4.610, -1.454, -1.661)  -0.51
C (3.599, -1.852, -0.811)  0.40
H (5.330, -2.564, 2.027)  0.51
H (7.189, -1.915, 0.501)  0.43
H (6.731, -1.182, -1.795)  0.43
H (4.399, -1.122, -2.668)  0.52
C (-2.713, 5.201, -0.040)  -0.41
C (-1.562, 4.748, 0.595)  -0.82
C (-1.127, 3.448, 0.408)  -0.02
C (-1.849, 2.574, -0.412)  0.35
C (-2.998, 3.047, -1.053)  -0.43
C (-3.425, 4.353, -0.876)  -0.71
C (-1.555, 1.141, -0.523)  0.00
C (-0.417, 0.465, -0.209)  -0.23
C (0.939, 1.061, -0.031)  0.13
C (1.810, 0.650, 0.977)  -0.16
C (3.089, 1.180, 1.084)  -0.77
C (3.512, 2.154, 0.195)  -0.65
C (2.645, 2.598, -0.798)  -0.88
C (1.381, 2.048, -0.920)  -0.17
H (-3.064, 6.210, 0.132)  0.40
H (-1.012, 5.409, 1.252)  0.41
H (-0.247, 3.100, 0.930)  0.51
H (-3.561, 2.379, -1.695)  0.44
H (-4.325, 4.700, -1.365)  0.40
H (-2.408, 0.562, -0.839)  -0.18
H (1.480, -0.079, 1.707)  0.62
H (3.752, 0.833, 1.867)  0.51
H (4.505, 2.576, 0.281)  0.45
H (2.960, 3.371, -1.487)  0.45
H (0.713, 2.385, -1.702)  0.54
C (-3.887, -3.329, 0.241)  -1.70
C (-3.643, -1.926, -0.323)  1.55
C (-4.187, -1.825, -1.748)  -1.48
C (-4.324, -0.887, 0.580)  -1.27
N (-2.211, -1.680, -0.336)  -0.26
H (-4.954, -3.553, 0.256)  0.44
H (-3.501, -3.397, 1.261)  0.33
H (-3.381, -4.074, -0.374)  0.39
H (-5.276, -1.874, -1.737)  0.40
H (-3.802, -2.639, -2.363)  0.36
H (-3.883, -0.882, -2.204)  0.31
H (-5.335, -1.218, 0.820)  0.48
H (-4.392, 0.084, 0.088)  0.34
H (-3.765, -0.761, 1.509)  0.24

Properties
- HOMO: -10.995 eV
- Charge: +1
- Frontier orbital gap: 6.787 eV
- LUMO energy: -4.2 eV
- 2S+1: 1

3.
DFT (the ωB97M-V functional and the def2-TZVPD basis) results for a structure of composition C15H36F6NO15S2V.

Each line ends with the Mulliken charge.
Cartesian coordinates (Å):
O (-7.380, 1.376, -25.444)  -0.33
V (-7.009, 2.538, -26.566)  -1.94
O (-8.181, 2.432, -27.660)  2.84
C (-5.575, 3.848, -26.231)  0.75
O (-4.426, 4.269, -26.387)  -0.84
O (-5.851, 2.890, -25.432)  -0.61
O (-6.313, 3.960, -27.206)  -0.54
C (-15.176, 0.091, -28.243)  0.58
F (-16.360, 0.639, -27.874)  -0.23
F (-14.951, -0.915, -27.441)  -0.22
F (-15.238, -0.339, -29.516)  -0.23
S (-13.742, 1.439, -28.160)  0.96
O (-13.960, 2.230, -29.412)  -0.62
O (-13.940, 2.146, -26.913)  -0.63
N (-12.309, 0.520, -28.202)  -0.37
S (-11.380, 1.458, -29.010)  1.05
O (-11.447, 1.150, -30.430)  -0.83
O (-11.320, 2.889, -28.655)  -0.39
C (-9.612, 0.797, -28.426)  0.48
F (-9.535, -0.509, -28.646)  -0.30
F (-8.597, 1.376, -29.011)  -0.78
F (-9.522, 1.013, -27.115)  -0.09
O (-8.119, 3.573, -25.777)  -0.74
H (-8.822, 4.140, -26.094)  0.58
H (-7.993, 3.835, -24.865)  0.44
O (-6.092, 1.358, -27.391)  -0.37
H (-5.142, 1.240, -27.379)  0.37
H (-6.369, 0.990, -28.230)  0.21
C (-7.753, -2.015, -22.445)  -1.42
C (-7.229, -1.745, -23.884)  0.40
C (-6.963, -0.267, -24.140)  -0.38
O (-6.047, -2.483, -23.969)  -0.64
H (-8.195, -3.011, -22.431)  0.28
H (-8.569, -1.341, -22.182)  0.32
H (-6.971, -1.856, -21.703)  0.55
H (-7.956, -2.106, -24.611)  0.11
H (-6.667, -0.196, -25.186)  -0.23
H (-6.132, 0.120, -23.549)  0.62
H (-7.795, 0.368, -23.834)  0.00
H (-5.555, -2.299, -23.165)  0.41
C (-9.385, -1.107, -26.153)  -0.77
C (-9.876, -0.733, -24.712)  1.79
C (-9.979, 0.755, -24.475)  -0.12
O (-11.154, -1.341, -24.596)  -0.74
H (-8.418, -0.658, -26.378)  0.17
H (-10.107, -0.836, -26.924)  0.04
H (-9.199, -2.162, -26.353)  0.20
H (-9.231, -1.137, -23.932)  -0.94
H (-9.052, 1.260, -24.201)  0.15
H (-10.745, 1.050, -23.757)  0.39
H (-10.234, 1.194, -25.439)  -0.57
H (-11.665, -0.885, -25.269)  0.37
C (-6.978, 3.500, -29.969)  -1.52
C (-8.194, 2.694, -30.384)  2.00
C (-9.556, 3.296, -30.047)  -0.42
O (-8.113, 2.476, -31.750)  -0.70
H (-7.015, 3.642, -28.889)  0.68
H (-6.893, 4.414, -30.557)  0.38
H (-6.122, 2.829, -30.038)  0.14
H (-8.130, 1.706, -29.928)  -0.31
H (-9.615, 4.335, -30.374)  0.54
H (-9.804, 3.229, -28.988)  -1.40
H (-10.324, 2.784, -30.626)  0.35
H (-8.180, 3.333, -32.175)  0.41
C (-10.222, 6.461, -27.565)  -1.84
C (-10.271, 5.168, -26.756)  0.59
C (-9.977, 3.985, -27.569)  -1.11
O (-9.316, 5.458, -25.725)  -0.56
H (-10.701, 6.404, -28.542)  0.33
H (-9.200, 6.735, -27.828)  0.36
H (-10.675, 7.261, -26.978)  0.44
H (-11.245, 5.027, -26.287)  0.54
H (-10.594, 3.874, -28.460)  0.64
H (-10.042, 3.031, -27.045)  -0.50
H (-8.976, 3.962, -28.000)  0.41
H (-9.774, 6.004, -25.082)  0.35

Properties
- HOMO: -1.951 eV
- Charge: -2
- Frontier orbital gap: 6.359 eV
- LUMO energy: 4.4 eV
- 2S+1: 1